[1]
9
Properties=species:S:1:pos:R:3:forces:R:3 method="wB97M-V/def2-TZVPD" e_homo_ev="-8.4470 / -8.4523" charge=0 lumo_ev="-1.49 / -1.49" fmax_ev_per_a=2.18 de_lowest_kcal_mol=94.6 energy_ev=-22560.19974 multiplicity=1
C -0.2727 -0.4270 1.0366 -1.212 -0.645 -1.696
C 0.1483 -1.1142 -0.2064 -0.291 0.286 0.871
N 0.4895 2.2448 -0.9059 -1.016 -0.682 0.741
S 1.5331 -0.9669 -1.0217 0.013 0.288 0.256
I -1.0665 1.7113 0.2270 1.566 -0.805 -0.332
H -1.2266 -0.9267 1.4061 1.570 0.955 0.234
H 0.6048 -0.2301 1.6169 -0.134 0.515 0.952
H -0.5945 -1.8210 -0.5116 -0.490 -0.338 -0.737
H 0.3846 1.5298 -1.6409 -0.006 0.425 -0.289


[2]
97
Properties=species:S:1:pos:R:3:forces:R:3 method="wB97M-V/def2-TZVPD" e_homo_ev=-9.5916 charge=0 lumo_ev=0.30 fmax_ev_per_a=2.08 energy_ev=-79454.97680 multiplicity=1
O 3.3854 0.5762 1.3889 1.506 -0.047 1.154
P 2.3127 0.6121 0.4141 0.477 -1.140 1.668
O 2.8047 1.3961 -0.8467 -0.686 0.579 -1.227
O 1.0356 1.3304 1.0619 -0.317 -0.415 -1.053
C 1.8163 -1.0697 0.0158 -0.821 0.883 -1.427
Si 1.1300 -1.4108 -1.7272 0.067 0.205 0.439
C 0.7405 0.1207 -2.7477 0.834 -0.652 -0.138
O -0.0544 1.0679 -2.0587 -0.158 0.175 0.228
O -1.4161 0.7262 -2.2895 -0.365 0.021 -0.299
O 2.1956 -2.4565 -2.5016 -0.808 -0.100 0.508
Si 2.1244 -4.0188 -1.9647 0.500 -0.390 -0.669
I -0.0163 -5.1238 -2.4956 0.280 0.141 0.142
H 3.6519 1.8104 -0.6346 -0.030 -0.007 0.046
H 0.6059 0.6372 1.5852 -0.200 0.262 0.262
H 1.0362 -1.3089 0.7227 -0.236 -0.188 0.348
H 2.6414 -1.7232 0.2422 0.481 -0.072 0.030
H -0.1409 -2.1450 -1.5286 -0.042 0.000 0.045
H 0.2929 -0.1983 -3.6777 -0.458 0.055 -0.364
H 1.6457 0.6317 -3.0410 0.380 0.341 -0.008
H -1.7016 0.3125 -1.4676 0.095 -0.038 0.274
H 3.1389 -4.7985 -2.6854 -0.004 0.038 -0.022
H 2.3998 -4.0767 -0.5204 -0.261 0.013 0.086
C -2.2393 5.2356 -6.4456 0.021 -0.037 0.119
C -2.3072 3.8531 -7.0724 -0.127 0.108 0.026
O -1.6223 2.8568 -6.3395 0.236 -0.116 -0.196
C -2.0528 2.6273 -5.0104 -0.063 0.019 0.167
C -3.5012 2.1893 -4.8932 -0.057 0.034 -0.144
H -1.2012 5.5464 -6.3206 0.014 0.014 -0.027
H -2.7485 5.9617 -7.0798 0.014 0.000 -0.031
H -2.7127 5.2631 -5.4635 -0.061 0.006 -0.025
H -1.8285 3.8802 -8.0520 0.053 -0.093 0.013
H -3.3481 3.5553 -7.2421 -0.028 0.034 0.048
H -1.8612 3.5084 -4.3877 -0.050 0.022 0.003
H -1.4085 1.8359 -4.6310 0.027 -0.004 -0.026
H -4.1920 2.9532 -5.2534 -0.003 0.040 0.063
H -3.7443 1.9817 -3.8515 0.041 -0.014 0.018
H -3.6740 1.2857 -5.4796 0.014 -0.027 0.019
C 4.5451 3.6193 -5.0963 -0.118 0.049 -0.001
C 4.1226 2.1668 -5.2390 0.118 0.051 -0.093
O 2.7963 1.9100 -4.8206 -0.071 -0.143 0.158
C 1.7721 2.6126 -5.5097 -0.067 0.102 -0.114
C 1.7217 2.3371 -7.0026 0.168 -0.073 -0.024
H 4.4371 3.9475 -4.0618 0.023 -0.004 0.021
H 5.5868 3.7389 -5.3951 0.018 -0.024 0.017
H 3.9433 4.2832 -5.7179 0.039 -0.013 -0.055
H 4.7568 1.5451 -4.6063 -0.075 -0.060 0.042
H 4.2724 1.8197 -6.2675 -0.011 0.058 -0.024
H 1.8533 3.6881 -5.3161 0.026 0.005 -0.034
H 0.8373 2.2864 -5.0557 0.036 -0.029 0.063
H 2.6315 2.6503 -7.5179 -0.003 0.075 0.038
H 0.8827 2.8690 -7.4485 -0.063 -0.026 0.058
H 1.5929 1.2693 -7.1853 -0.050 -0.009 -0.005
C -2.3170 -1.6466 2.4039 0.077 0.033 0.095
C -1.0595 -2.4482 2.1112 -0.234 -0.074 -0.058
O 0.1062 -1.9357 2.7303 0.178 0.221 -0.230
C 0.0960 -1.8744 4.1484 -0.036 0.006 0.272
C -0.0911 -3.2226 4.8203 -0.026 -0.093 -0.150
H -2.1871 -0.6050 2.1034 -0.024 0.014 -0.027
H -3.1644 -2.0642 1.8601 0.011 0.002 -0.035
H -2.5679 -1.6526 3.4645 -0.037 -0.048 -0.001
H -0.8552 -2.4178 1.0382 0.050 -0.034 0.008
H -1.2034 -3.5027 2.3684 -0.003 0.021 0.051
H -0.6600 -1.1603 4.4923 -0.053 -0.043 -0.010
H 1.0639 -1.4614 4.4298 0.044 0.028 -0.119
H -1.0515 -3.6768 4.5732 -0.043 0.041 0.075
H -0.0439 -3.1123 5.9035 0.008 0.012 0.007
H 0.6908 -3.9156 4.5062 0.032 0.012 0.023
C 2.0882 -5.5254 8.4571 -0.031 -0.035 -0.132
C 0.8397 -6.1891 9.0137 0.145 -0.025 0.059
O -0.2044 -6.3350 8.0696 -0.220 0.098 0.013
C 0.0911 -7.1140 6.9257 0.110 -0.062 -0.089
C 0.4819 -8.5486 7.2378 0.026 0.014 0.126
H 1.8477 -4.5426 8.0500 0.001 0.027 0.025
H 2.8330 -5.4057 9.2441 -0.013 0.018 0.026
H 2.5424 -6.1120 7.6575 0.040 -0.038 0.048
H 0.4297 -5.5701 9.8114 -0.106 -0.003 -0.036
H 1.0847 -7.1571 9.4651 0.049 -0.008 -0.034
H 0.8634 -6.6230 6.3220 0.050 -0.052 0.011
H -0.8179 -7.1150 6.3243 -0.063 0.090 0.069
H 1.3935 -8.6054 7.8335 0.051 0.000 -0.067
H 0.6523 -9.1013 6.3136 -0.016 0.007 -0.019
H -0.3104 -9.0444 7.7997 -0.025 -0.007 -0.020
C -0.7403 3.6318 1.8149 -0.258 0.408 0.162
C -2.1174 2.9939 1.8465 0.107 0.042 -0.147
O -2.9803 3.5078 2.8447 -0.106 -0.174 0.155
C -3.2723 4.8897 2.7636 0.037 0.139 -0.042
C -3.9467 5.3046 1.4668 0.016 -0.109 -0.069
H -0.2464 3.5241 2.7815 0.033 -0.044 -0.006
H -0.1318 3.1616 1.0571 0.067 -0.040 -0.105
H -0.7907 4.6985 1.5872 -0.054 -0.010 -0.023
H -2.0148 1.9298 2.0708 -0.082 0.006 0.082
H -2.5949 3.0596 0.8614 0.034 0.032 -0.018
H -2.3657 5.4807 2.9344 0.013 0.015 -0.065
H -3.9407 5.0973 3.5990 0.006 -0.093 0.046
H -3.3126 5.1229 0.5984 0.040 0.071 0.007
H -4.1831 6.3687 1.4902 -0.008 0.008 0.024
H -4.8720 4.7451 1.3233 -0.022 0.013 0.018


[3]
81
Properties=species:S:1:pos:R:3:forces:R:3 method="wB97M-V/def2-TZVPD" e_homo_ev="-3.5676 / -3.5648" charge=-1 s2=0.78 lumo_ev="2.17 / 2.17" fmax_ev_per_a=0.69 de_lowest_kcal_mol=79.1 energy_ev=-120083.85251 multiplicity=2
Co -0.9774 -0.5387 -0.3032 -0.342 0.589 -0.096
C 0.2262 -0.8906 3.9120 -0.065 0.013 -0.065
C 0.1793 -0.6254 2.4311 0.574 0.169 0.140
N -0.8496 -0.8357 1.6965 -0.329 -0.321 0.181
N -1.9380 -1.3780 2.3559 -0.024 0.035 -0.311
C -2.9645 -1.6215 1.5693 0.162 -0.052 0.260
N -4.0505 -2.1662 2.2262 -0.114 0.024 -0.077
S -3.1073 -1.3409 -0.1097 0.132 -0.015 0.029
C 1.4083 -0.0339 1.8531 -0.324 -0.484 0.182
C 2.5154 0.2469 2.5936 0.245 0.010 -0.104
C 4.8469 0.0805 1.4847 -0.004 0.007 -0.088
C 4.7675 -0.3870 0.0650 0.022 -0.040 -0.007
C 3.6925 0.0482 -0.5743 0.063 0.086 0.049
N 1.5426 0.3176 0.5623 -0.463 0.384 -0.230
H -0.6211 -1.4929 4.2154 -0.014 -0.033 -0.003
H 0.1967 0.0593 4.4534 -0.023 -0.002 -0.027
H 1.1609 -1.3838 4.1787 -0.011 -0.033 -0.025
H -4.0820 -1.9470 3.2102 0.032 -0.029 0.003
H -4.9221 -2.0440 1.7376 -0.009 -0.015 0.017
H 2.6200 0.1858 3.6611 0.009 0.028 -0.030
H 5.7470 0.6606 1.6988 0.016 0.032 -0.002
H 5.5310 -1.0335 -0.3500 -0.037 0.000 -0.005
H 3.4105 -0.1595 -1.5969 -0.007 -0.038 0.029
C -3.5676 1.7290 1.6168 -0.118 -0.110 0.102
Si -2.0536 2.4430 0.7690 -0.090 0.010 0.154
C -2.5429 4.2560 0.5120 -0.008 0.077 -0.129
C -0.7046 2.5411 2.0840 0.137 0.012 0.103
N -1.6097 1.5036 -0.5774 0.170 -0.115 -0.418
C -1.3215 1.9233 -1.8376 -0.032 0.135 0.041
C -1.2419 3.2662 -2.2907 0.041 -0.074 0.055
C -0.9122 3.6171 -3.5910 -0.022 -0.049 0.015
C -0.6342 2.6515 -4.5461 0.010 0.019 0.051
C -0.7031 1.3172 -4.1559 0.013 0.014 -0.050
C -1.0543 0.9851 -2.8670 0.084 -0.107 0.002
O -1.0822 -0.3572 -2.4601 0.014 0.019 -0.083
C -1.2683 -1.3355 -3.4064 -0.062 0.086 0.109
C -2.4323 -1.3696 -4.1594 -0.105 -0.043 -0.002
C -2.6122 -2.3862 -5.0829 0.039 -0.045 -0.007
C -1.6392 -3.3674 -5.2476 -0.002 0.052 0.037
C -0.4872 -3.3260 -4.4744 -0.009 0.026 0.011
C -0.2939 -2.3047 -3.5518 0.091 -0.083 -0.106
H -3.8949 2.3951 2.4234 0.019 -0.004 -0.031
H -3.3580 0.7517 2.0546 -0.028 0.084 -0.003
H -4.3894 1.6095 0.9061 0.008 0.008 0.026
H -2.9708 4.6025 1.4587 0.011 0.001 -0.023
H -3.2972 4.3926 -0.2681 0.029 -0.006 0.018
H -1.6898 4.8999 0.2810 -0.041 -0.003 0.028
H -0.7617 3.4945 2.6196 -0.006 -0.030 0.000
H 0.2888 2.4644 1.6334 -0.027 0.034 0.016
H -0.7971 1.7395 2.8224 0.002 0.062 -0.040
H -1.4237 4.0547 -1.5800 0.008 0.032 0.006
H -0.8618 4.6687 -3.8528 -0.002 -0.009 0.017
H -0.3519 2.9157 -5.5569 -0.022 -0.003 0.005
H -0.4794 0.5316 -4.8671 -0.004 -0.015 0.017
H -3.1832 -0.6053 -4.0048 0.029 0.017 -0.017
H -3.5209 -2.4192 -5.6714 0.007 0.002 0.001
H -1.7818 -4.1586 -5.9728 -0.007 -0.011 0.014
H 0.2709 -4.0920 -4.5866 -0.009 0.012 -0.012
H 0.5915 -2.2478 -2.9338 -0.017 0.011 -0.004
N 1.2752 -3.9733 2.1365 0.199 0.084 -0.007
C 0.4863 -4.9552 1.6578 0.140 0.167 0.161
N 0.6033 -6.1810 2.2523 -0.116 -0.036 -0.006
N -0.3605 -4.8114 0.6823 -0.103 -0.067 -0.274
C -0.3113 -3.6442 0.0533 -0.054 -0.193 -0.021
N -0.2723 -2.6335 -0.5028 -0.066 -0.084 0.069
H 2.1058 -4.2149 2.6482 -0.001 0.042 0.024
H 1.2995 -3.0985 1.6268 -0.016 0.028 0.102
H 0.8093 -6.1837 3.2378 0.018 0.003 -0.003
H -0.1260 -6.8183 1.9742 0.004 -0.013 0.012
F 3.6334 4.5881 2.2697 0.014 0.063 0.010
C 3.4626 3.3967 1.6816 -0.160 0.328 -0.576
C 2.8637 3.4137 0.3324 0.298 0.216 0.530
F 2.6696 4.6232 -0.2031 0.026 0.074 -0.036
C 2.6424 2.2954 -0.3291 -0.105 -0.426 -0.029
F 2.2520 2.3175 -1.6007 -0.055 -0.001 -0.109
C 2.8242 0.9308 0.2968 0.124 0.049 -0.008
O 0.7965 0.0135 -0.5419 0.377 -0.227 0.092
C 3.5491 0.9111 1.6984 -0.110 0.068 0.068
F 4.9143 -1.0220 2.3456 0.029 -0.002 0.014
C 3.8554 2.2703 2.2370 -0.030 -0.397 0.195
F 4.4663 2.2718 3.4379 -0.002 0.002 0.069